12
Properties=species:S:1:pos:R:3 method="wB97M-V/def2-TZVPD" gap_ev=11.01 e_above_lowest_kcal_mol=20.2 multiplicity=1 energy_ha=-248.4943 homo_energy_ev=-10.280
C 0.258 -0.334 0.655
C 0.458 1.163 0.772
C -0.137 -0.745 -0.708
O -1.488 -0.473 -0.967
N 0.610 -1.122 -1.666
H -2.017 -0.301 -0.173
H -0.452 -0.717 1.393
H 0.010 -1.244 -2.490
H 1.243 -0.865 0.781
H 0.967 1.409 1.708
H 1.056 1.553 -0.058
H -0.508 1.676 0.752

***

33
Properties=species:S:1:pos:R:3 method="wB97M-V/def2-TZVPD" gap_ev=5.18 e_above_lowest_kcal_mol=0.0 multiplicity=1 energy_ha=-1145.8008 homo_energy_ev=0.149 charge=-2
Y -0.967 0.115 0.188
Cl -1.139 2.043 -1.502
C -3.141 -0.310 0.863
H -3.278 -0.808 1.829
H -3.619 -0.923 0.081
H -3.663 0.660 0.886
Mg -0.379 0.112 -3.018
C 1.614 0.769 -3.398
C -1.772 0.028 -4.627
C -0.456 -1.383 -1.451
H -2.195 -0.987 -4.635
H -2.580 0.762 -4.490
H -1.249 0.224 -5.572
H 2.292 -0.006 -3.015
H 1.721 0.867 -4.487
H 1.836 1.727 -2.908
H -1.228 -2.137 -1.729
H 0.487 -1.960 -1.549
C -0.616 -1.588 3.324
C 0.513 -0.660 3.097
C 1.604 -0.329 3.922
C 2.397 0.602 3.208
C 1.766 0.816 1.966
C 2.185 1.689 0.850
N 0.617 0.053 1.917
H -0.664 -2.362 2.537
H -1.585 -1.057 3.327
H -0.490 -2.092 4.294
H 1.765 -0.735 4.915
H 3.311 1.088 3.515
H 2.232 2.737 1.187
H 3.184 1.393 0.493
H 1.499 1.652 -0.016

***

140
Properties=species:S:1:pos:R:3 method="wB97M-V/def2-TZVPD" gap_ev=6.15 multiplicity=1 energy_ha=-16215.4167 homo_energy_ev=-10.257 charge=+1
C -4.344 -0.176 -2.568
C -3.572 -0.690 -1.361
Br -3.556 0.664 0.046
C -2.169 -1.190 -1.769
Br -2.204 -3.125 -1.885
N -1.109 -0.746 -0.813
N -0.882 -1.544 0.213
C 0.042 -1.175 1.055
Br 0.387 -2.302 2.486
C 0.781 0.003 0.899
C 0.498 0.825 -0.158
C -0.511 0.421 -1.055
C -0.857 1.267 -2.230
C -1.041 2.760 -1.926
C -0.689 3.625 -3.116
F -1.073 4.898 -2.818
Br 1.222 3.695 -3.409
C -1.503 3.210 -4.406
F -1.769 4.323 -5.114
F -2.676 2.700 -4.024
Br -0.619 1.985 -5.611
H -4.668 -1.030 -3.156
H -5.248 0.310 -2.217
H -3.776 0.529 -3.165
H -4.137 -1.520 -0.965
H -1.895 -0.922 -2.781
H 1.549 0.244 1.620
H 1.039 1.740 -0.324
H -1.737 0.934 -2.757
H -0.028 1.154 -2.933
H -2.085 2.947 -1.689
H -0.471 3.124 -1.078
O -1.993 9.653 -4.051
C -2.128 8.558 -4.563
N -1.427 7.480 -4.126
C -3.076 8.311 -5.713
H -1.517 6.567 -4.524
H -0.789 7.619 -3.361
H -2.790 8.949 -6.547
H -4.084 8.573 -5.399
H -3.067 7.273 -6.043
O 3.411 -1.331 3.052
C 4.039 -2.324 3.400
N 3.402 -3.482 3.715
C 5.538 -2.343 3.505
H 3.872 -4.316 4.017
H 2.400 -3.474 3.654
H 5.854 -1.591 4.225
H 5.962 -2.105 2.530
H 5.916 -3.312 3.829
O 3.776 -4.964 6.303
C 3.448 -4.260 7.254
N 4.147 -4.273 8.405
C 2.261 -3.332 7.210
H 3.919 -3.709 9.210
H 4.939 -4.889 8.462
H 1.364 -3.920 7.014
H 2.406 -2.616 6.400
H 2.120 -2.787 8.138
O -0.075 -1.865 8.843
C -1.202 -1.980 8.408
N -1.439 -2.134 7.073
C -2.422 -1.962 9.297
H -2.358 -2.234 6.688
H -0.645 -2.146 6.457
H -2.451 -1.016 9.834
H -2.343 -2.773 10.018
H -3.350 -2.078 8.738
O 6.921 -1.663 6.316
C 7.551 -2.648 6.655
N 6.926 -3.813 6.967
C 9.058 -2.650 6.752
H 7.418 -4.642 7.243
H 5.920 -3.834 6.908
H 9.365 -1.891 7.469
H 9.474 -2.402 5.778
H 9.454 -3.614 7.069
O -3.373 0.237 -7.796
C -3.265 1.081 -8.672
N -2.581 2.237 -8.445
C -3.857 0.915 -10.046
H -2.465 2.949 -9.140
H -2.178 2.365 -7.529
H -4.935 0.792 -9.956
H -3.442 0.026 -10.517
H -3.654 1.774 -10.686
O -1.116 -0.908 -4.762
C -1.257 -1.821 -5.570
N -0.553 -2.970 -5.447
C -2.206 -1.737 -6.735
H -0.636 -3.744 -6.080
H 0.088 -3.042 -4.675
H -1.929 -0.891 -7.361
H -3.214 -1.568 -6.361
H -2.199 -2.645 -7.337
O 0.750 -6.941 -0.363
C 1.415 -6.833 0.647
N 1.243 -5.780 1.495
C 2.472 -7.837 1.041
H 1.776 -5.654 2.334
H 0.544 -5.101 1.251
H 3.218 -7.889 0.250
H 2.006 -8.813 1.149
H 2.967 -7.577 1.976
O 4.270 -3.431 11.255
C 4.184 -4.336 12.068
N 5.161 -5.267 12.200
C 2.995 -4.483 12.984
H 5.115 -6.017 12.863
H 5.972 -5.186 11.612
H 2.097 -4.594 12.379
H 2.903 -3.582 13.587
H 3.083 -5.344 13.646
O 1.860 13.496 -3.536
C 1.002 12.676 -3.801
N -0.278 12.807 -3.365
C 1.285 11.447 -4.632
H -1.001 12.138 -3.567
H -0.499 13.615 -2.809
H 2.055 10.857 -4.139
H 1.649 11.759 -5.610
H 0.395 10.832 -4.764
O -4.986 3.205 1.565
C -4.298 3.498 2.523
N -3.300 2.668 2.943
C -4.481 4.776 3.304
H -2.700 2.869 3.720
H -3.181 1.813 2.428
H -5.491 4.800 3.706
H -4.351 5.621 2.630
H -3.772 4.868 4.126
O -3.966 -1.278 -12.231
C -3.926 -2.475 -12.451
N -3.412 -2.968 -13.606
C -4.443 -3.495 -11.465
H -3.370 -3.947 -13.813
H -3.062 -2.311 -14.283
H -5.498 -3.301 -11.281
H -3.898 -3.386 -10.529
H -4.330 -4.517 -11.823

***

39
Properties=species:S:1:pos:R:3 method="wB97M-V/def2-TZVPD" gap_ev=9.03 e_above_lowest_kcal_mol=67.2 multiplicity=1 energy_ha=-1009.8403 homo_energy_ev=-8.640
N 1.226 0.152 -1.264
C 1.191 -1.065 -0.672
N 1.210 -1.377 0.568
O 1.275 -0.446 1.620
C 2.024 0.645 1.657
O 2.736 1.054 0.767
C 1.829 1.364 2.974
C 0.601 2.280 2.864
C -0.724 1.519 3.047
O -1.762 2.127 2.304
C -1.949 1.769 0.995
C -2.439 2.769 0.155
C -2.714 2.498 -1.171
C -2.506 1.227 -1.681
C -2.035 0.229 -0.846
C -1.755 0.491 0.483
H -1.403 -0.316 1.107
H -1.891 -0.774 -1.222
H -2.721 1.014 -2.717
H -3.089 3.284 -1.809
H -2.602 3.752 0.569
H -0.594 0.470 2.771
H -1.048 1.563 4.090
H 0.595 2.755 1.879
H 0.674 3.074 3.607
H 2.721 1.963 3.155
H 1.695 0.645 3.781
C 1.012 -2.241 -1.558
C 0.327 -2.143 -2.767
C 0.199 -3.282 -3.546
N 0.696 -4.458 -3.209
C 1.341 -4.552 -2.059
C 1.526 -3.484 -1.197
H 2.053 -3.593 -0.264
H 1.729 -5.534 -1.820
H -0.330 -3.251 -4.490
H -0.119 -1.214 -3.087
H 1.358 0.175 -2.262
H 1.663 0.910 -0.752